<w>
{"formula": "C2H2ClI", "method": "ωB97M-V with the def2-TZVPD basis set", "elements": ["C", "C", "Cl", "I", "H", "H"], "positions_angstrom": [[-0.627, -2.178, -0.164], [0.295, -1.372, -0.093], [-0.252, 2.690, 0.047], [1.883, -0.115, 0.005], [-1.183, -3.012, 0.089], [-0.116, 3.988, 0.116]], "nbo_charge": [-0.247, -0.291, -0.275, 0.306, 0.235, 0.273], "homo_ev": -9.47, "gap_ev": 9.759, "multiplicity": 1, "smiles": "C#CI.Cl", "e_lumo_ha": 0.011, "mol_weight_g_mol": 188.4}

---

<x>
{"formula": "C2H2ClI", "method": "ωB97M-V with the def2-TZVPD basis set", "elements": ["C", "C", "Cl", "I", "H", "H"], "positions_angstrom": [[-0.115, 0.853, 0.251], [0.188, -0.559, -0.170], [0.921, -0.940, -1.600], [-0.599, -2.138, 0.939], [-0.705, 1.153, 1.086], [0.310, 1.631, -0.506]], "nbo_charge": [-0.406, -0.322, 0.099, 0.192, 0.221, 0.216], "homo_ev": -8.90, "gap_ev": 9.163, "multiplicity": 1, "e_lumo_ha": 0.010, "mol_weight_g_mol": 188.4}

---

It comes down to <x>, which is 0.710 eV more stable than the next structure.

---

<w>
{"formula": "CN2OS", "method": "ωB97M-V with the def2-TZVPD basis set", "elements": ["C", "N", "N", "O", "S"], "positions_angstrom": [[1.368, 0.830, -0.527], [-0.915, 0.778, 0.182], [-1.048, -0.348, 0.040], [1.806, 0.573, 0.459], [-1.212, -1.833, -0.155]], "nbo_charge": [0.485, 0.005, -0.168, -0.495, 0.172], "homo_ev": -10.14, "gap_ev": 10.369, "multiplicity": 1, "e_lumo_ha": 0.008, "mol_weight_g_mol": 88.1}

---

<x>
{"formula": "CN2OS", "method": "ωB97M-V with the def2-TZVPD basis set", "elements": ["C", "N", "N", "O", "S"], "positions_angstrom": [[-0.514, -0.653, -0.453], [-1.291, -1.466, -0.786], [0.431, 0.097, -0.020], [1.623, 1.870, 1.117], [0.293, 1.365, 0.908]], "nbo_charge": [0.364, -0.316, -0.751, -0.785, 1.489], "homo_ev": -10.94, "gap_ev": 8.446, "multiplicity": 1, "e_lumo_ha": -0.092, "mol_weight_g_mol": 88.1}

---

It comes down to <w>, which is 0.527 eV more stable than the next structure.

---

<w>
{"formula": "C6H10N2O3", "method": "ωB97M-V with the def2-TZVPD basis set", "elements": ["C", "C", "C", "C", "C", "C", "H", "H", "H", "H", "H", "H", "H", "H", "H", "H", "N", "N", "O", "O", "O"], "positions_angstrom": [[2.586, -0.052, -0.027], [1.049, -0.121, -0.320], [0.413, 1.357, -0.681], [-0.960, 1.401, 0.145], [-1.192, -1.205, -0.058], [0.173, -0.903, 0.855], [3.183, -1.603, -1.449], [1.161, -0.826, -1.272], [-0.075, 1.487, -1.723], [1.123, 2.091, -0.171], [-2.018, 1.998, -0.297], [-0.914, 1.608, 1.261], [-2.027, -1.857, 0.424], [-0.676, -1.689, -1.109], [0.779, -1.971, 1.419], [-0.001, 0.094, 1.888], [-1.812, 0.178, 0.069], [-3.044, 0.424, -0.068], [3.446, -1.038, -0.281], [2.704, 1.028, 0.599], [-3.520, -0.790, -0.126]], "nbo_charge": [0.773, -0.317, -0.459, -0.252, -0.302, -0.432, 0.513, 0.168, 0.244, 0.289, 0.249, 0.206, 0.285, 0.240, 0.264, 0.240, -0.191, 0.234, -0.651, -0.593, -0.508], "homo_ev": -9.24, "gap_ev": 8.099, "multiplicity": 1, "e_lumo_ha": -0.042, "mol_weight_g_mol": 158.2}

---

<x>
{"formula": "C6H10N2O3", "method": "ωB97M-V with the def2-TZVPD basis set", "elements": ["C", "C", "C", "C", "C", "C", "N", "N", "O", "O", "O", "H", "H", "H", "H", "H", "H", "H", "H", "H", "H"], "positions_angstrom": [[1.413, 1.334, 0.130], [-2.020, 0.289, 0.126], [1.310, -0.112, 0.139], [-3.187, 1.039, -0.393], [1.034, -0.795, 1.514], [2.353, -0.704, -0.787], [-1.048, 0.232, -0.799], [1.071, 2.450, 0.182], [-2.050, -0.410, 1.119], [0.890, 3.631, 0.038], [0.114, -0.574, -0.662], [-3.867, 1.197, 0.514], [-3.720, 0.435, -1.117], [-2.810, 1.916, -0.762], [1.045, -1.809, 1.392], [0.187, -0.357, 1.862], [1.956, -0.527, 2.072], [3.218, -0.873, -0.147], [2.708, -0.059, -1.652], [2.015, -1.592, -1.133], [-0.913, 0.736, -1.645]], "nbo_charge": [0.148, 0.643, 0.189, -0.700, -0.575, -0.594, -0.342, 0.216, -0.606, -0.407, -0.397, 0.245, 0.241, 0.217, 0.221, 0.244, 0.197, 0.211, 0.227, 0.229, 0.395], "homo_ev": -9.90, "gap_ev": 10.510, "multiplicity": 1, "smiles": "CC(=O)NOC(C)(C)C#[N+][O-]", "e_lumo_ha": 0.022, "mol_weight_g_mol": 158.2}

---

It comes down to <x>, which is 5.472 eV more stable than the next structure.